# 1
# C28H47N5O10S

6 unconnected molecules or ions with the total composition C28H47N5O10S at a distorted geometry (ωB97M-V with the def2-TZVPD basis set, the Open Molecules 2025 dataset).

Its structure (SMILES) is O=C1C=CC(=O)c2c(CCCS(=O)(=O)O)cccc21.CNC(C)=O.CNC(C)=O.CNC(C)=O.CNC(C)=O.CNC(C)=O. For the molar mass, the calculation gives 645.78 g mol⁻¹. For the energy, the calculation gives -68553.206 eV. Its frontier orbital gap is 7.3004 eV.

XYZ file:
```
91
Properties=species:S:1:pos:R:3:forces:R:3:lowdin_charge:R:1
O 1.92822 0.00594 2.06773 -2.99 -1.99 -2.32 0.03
C 1.09946 -0.61636 1.36059 0.95 0.39 0.84 -0.28
C 1.46701 -2.08567 0.80010 -1.53 -0.95 -2.55 0.02
C 0.85468 -2.60830 -0.38708 0.52 2.14 2.84 0.01
C -0.21022 -1.68922 -1.14851 0.45 -0.45 -1.67 -0.29
O -0.29719 -1.82966 -2.39631 -0.21 0.56 3.86 0.02
C -1.05680 -0.62508 -0.30746 -0.82 1.11 1.08 0.00
C -2.47307 -0.20481 -0.76539 1.35 2.07 2.91 -0.11
C -3.25800 -0.76475 -2.03266 -0.04 0.25 0.00 -0.16
C -3.37238 -2.36539 -2.11804 -0.34 -0.26 -0.28 -0.21
C -3.38076 -3.13557 -0.70921 -0.02 -0.79 -2.18 -0.20
S -4.65654 -2.56244 0.50552 0.63 -1.36 7.03 0.75
O -3.93597 -1.81063 1.61790 -1.91 -0.94 -3.98 -0.35
O -5.27649 -3.77605 1.15689 0.74 2.73 -3.05 -0.38
O -5.88262 -1.64211 -0.16505 1.50 -0.87 0.54 -0.20
C -3.17949 0.88825 0.12359 3.11 -0.83 1.48 0.00
C -2.51677 1.47738 1.41071 1.89 -2.84 -2.28 -0.03
C -1.09130 0.99257 1.84650 -1.67 -1.09 -2.88 0.01
C -0.36148 -0.05344 0.97917 -2.48 0.76 -0.59 -0.03
H 2.24819 -2.75843 1.31138 -1.20 1.62 -0.61 0.12
H 1.13973 -3.64522 -0.79098 -0.56 1.94 0.44 0.13
H -2.81120 -0.36193 -3.02078 -0.48 -0.71 1.73 0.14
H -4.33804 -0.35358 -2.00013 1.80 -0.55 0.20 0.11
H -4.36924 -2.60204 -2.65213 1.53 0.35 0.90 0.12
H -2.55760 -2.85010 -2.77852 -1.14 0.95 1.28 0.12
H -3.63880 -4.23839 -0.94669 0.07 1.85 0.64 0.13
H -2.36726 -3.16466 -0.17403 -1.77 0.59 -0.38 0.12
H -6.49133 -1.45828 0.59582 0.64 -0.29 -0.59 0.11
H -4.23013 1.26180 -0.13404 1.75 -0.75 0.27 0.10
H -3.06554 2.24749 2.05920 0.92 -1.36 -1.22 0.10
H -0.63659 1.42564 2.80828 -0.62 -0.90 -1.79 0.11
C 4.04762 0.59030 -1.20801 0.02 0.32 0.42 -0.06
N 3.06446 1.61778 -1.47925 -0.28 -0.06 -0.46 0.01
C 2.24735 1.73406 -2.56227 -0.29 0.57 0.26 -0.56
C 2.34672 0.68387 -3.63478 -0.04 -0.09 -0.15 -0.01
O 1.46379 2.67225 -2.63940 0.12 -0.21 -0.09 0.02
H 3.78099 0.10257 -0.26733 0.21 -0.18 -0.05 0.07
H 5.02285 1.06897 -1.10026 0.12 -0.36 -0.03 0.06
H 4.09725 -0.15465 -1.99959 -0.07 0.15 0.03 0.08
H 2.94159 2.35783 -0.80207 0.01 -0.12 -0.05 0.14
H 1.63666 0.90828 -4.43092 0.05 0.08 0.20 0.09
H 3.35287 0.67663 -4.05998 -0.03 -0.18 0.06 0.09
H 2.10347 -0.29690 -3.21981 0.15 -0.04 -0.11 0.07
C -5.20012 -5.68056 3.12943 0.48 -0.49 -0.27 -0.09
N -4.80377 -6.98663 3.61328 -0.29 -0.19 0.49 0.01
C -5.30490 -7.67772 4.67509 0.37 -0.50 0.00 -0.55
C -6.41012 -7.03944 5.47193 0.23 -0.19 -0.13 -0.04
O -4.85366 -8.78269 4.95301 -0.10 0.18 -0.03 0.02
H -5.53389 -5.78467 2.09693 -0.06 0.27 0.15 0.07
H -4.32837 -5.02462 3.15979 -0.25 0.23 -0.09 0.08
H -5.99980 -5.24558 3.72505 0.11 -0.13 0.00 0.06
H -4.06608 -7.47668 3.12734 -0.10 0.09 0.05 0.14
H -6.70582 -7.70473 6.28222 0.07 0.09 -0.17 0.09
H -6.06367 -6.09926 5.90548 -0.19 0.02 -0.07 0.09
H -7.27809 -6.86496 4.83426 0.05 0.11 0.14 0.08
C 7.43399 4.95629 -3.47758 0.50 -0.20 -0.28 -0.07
N 7.83032 3.64825 -2.99607 -0.38 -0.28 0.51 0.00
C 7.33711 2.96077 -1.93138 0.51 -0.45 -0.27 -0.56
C 6.24152 3.60303 -1.12574 -0.14 0.04 0.13 -0.02
O 7.78586 1.85396 -1.65502 -0.20 0.12 0.08 0.01
H 7.09007 4.85114 -4.50913 -0.11 0.27 0.03 0.09
H 8.30700 5.60864 -3.45615 -0.33 0.21 -0.06 0.06
H 6.64101 5.39551 -2.87606 0.12 -0.11 -0.02 0.08
H 8.56200 3.15514 -3.48797 -0.09 0.07 0.07 0.14
H 5.95063 2.93864 -0.31170 0.18 0.03 -0.13 0.07
H 6.59478 4.54270 -0.69586 -0.17 0.04 -0.09 0.09
H 5.36825 3.77977 -1.75796 0.02 0.18 0.09 0.08
C -8.93774 -2.69708 4.86733 0.39 -0.21 -0.28 -0.08
N -8.53913 -4.00215 5.34697 -0.24 -0.13 0.35 0.01
C -9.03769 -4.69623 6.40814 0.36 -0.60 0.02 -0.53
C -10.14238 -4.06150 7.20801 -0.13 0.02 0.13 -0.01
O -8.58544 -5.79959 6.68311 -0.43 0.45 0.14 0.02
H -9.27404 -2.79894 3.83296 -0.10 0.27 0.02 0.08
H -8.06655 -2.03882 4.89749 -0.18 0.21 -0.06 0.08
H -9.73726 -2.26460 5.46527 0.10 -0.13 -0.02 0.07
H -7.80146 -4.48990 4.85866 -0.09 0.11 0.04 0.11
H -10.43524 -4.73008 8.01759 0.15 0.00 -0.17 0.09
H -9.79674 -3.12118 7.64315 -0.17 0.04 -0.08 0.09
H -11.01249 -3.88652 6.57136 0.03 0.17 0.09 0.09
C 10.43508 9.76222 -6.39972 -0.46 0.18 -0.11 -0.08
N 9.41537 9.15506 -5.57206 0.16 -0.36 0.34 0.00
C 9.57173 8.21165 -4.60374 -0.62 0.07 0.08 -0.54
C 10.96276 7.71005 -4.32752 0.11 -0.11 0.09 -0.01
O 8.59589 7.79863 -3.98934 0.29 0.10 -0.09 0.02
H 10.41673 10.84124 -6.23169 0.24 0.00 -0.16 0.08
H 10.19529 9.55863 -7.44558 0.26 0.11 -0.05 0.08
H 11.42891 9.37969 -6.17670 -0.16 -0.01 0.04 0.07
H 8.45543 9.44290 -5.70116 0.13 -0.02 0.00 0.14
H 10.92947 6.96413 -3.53314 -0.13 0.13 -0.10 0.08
H 11.37712 7.24329 -5.22380 0.13 0.13 0.06 0.09
H 11.60004 8.53482 -4.00146 0.09 -0.09 -0.13 0.09
```
Positions in Å, forces in eV/Å.


# 2
# C28H47NO2P2Ru

A molecular structure, C28H47NO2P2Ru at a distorted geometry (ωB97M-V with the def2-TZVPD basis set, the Open Molecules 2025 dataset).

The total charge is +1. Its energy above the lowest of the compared OMol25 structures with the same formula, charge and spin is 65.6 kcal/mol. For the molar mass, the calculation gives 592.71 g mol⁻¹. As for the spin multiplicity: 6. For the energy, the calculation gives -56528.958 eV. Its frontier orbital gap (spin up / spin down) is 7.2226 / 5.3775 eV.

XYZ file:
```
81
Properties=species:S:1:pos:R:3:forces:R:3:lowdin_charge:R:1
Ru -1.16127 2.23917 -3.58573 1.60 -2.06 4.81 1.25
C 1.70840 0.98235 0.14481 -0.37 0.48 0.09 -0.18
C 0.87461 2.02579 0.63014 -0.66 -0.56 0.04 -0.15
C 0.19291 0.04678 1.61710 0.63 0.02 -0.03 -0.13
C 1.28074 -0.24293 0.72145 0.26 0.23 0.32 -0.15
C -0.10902 1.43326 1.48004 0.31 0.30 -0.32 -0.17
C 2.88277 1.18793 -0.72924 0.13 -0.02 0.37 -0.03
H 2.87120 2.18793 -1.15730 0.21 -0.17 -0.06 0.07
H 2.95528 0.43765 -1.51085 0.01 -0.05 -0.02 0.07
H 3.77476 1.09784 -0.11997 0.40 -0.03 0.15 0.11
C 2.03992 -1.50111 0.62115 -0.04 -0.53 -0.34 0.00
H 2.60498 -1.54484 -0.32899 -0.20 0.02 0.54 0.09
H 1.36742 -2.37076 0.67108 0.13 0.21 0.07 0.08
H 2.75308 -1.56570 1.46651 -0.21 -0.01 -0.30 0.12
C -0.28721 -0.86671 2.66953 -0.39 0.02 -0.06 0.00
H 0.54405 -1.05570 3.37284 -0.29 0.01 -0.16 0.12
H -0.58216 -1.83630 2.22971 0.11 0.18 0.10 0.07
H -1.13126 -0.41422 3.20765 0.29 -0.26 -0.01 0.09
C -1.16183 2.20382 2.18302 -0.20 0.21 0.23 -0.02
H -0.74738 2.54342 3.14735 -0.21 0.01 -0.17 0.12
H -2.06902 1.62132 2.40459 0.42 0.13 -0.06 0.08
H -1.45269 3.09928 1.60948 0.13 -0.33 0.23 0.09
C 0.97340 3.47613 0.32343 0.19 -0.10 0.00 -0.01
H 1.24882 4.01970 1.23347 -0.04 0.07 -0.09 0.11
H 0.02431 3.89157 -0.03707 0.13 -0.14 0.04 0.09
H 1.75441 3.65058 -0.41955 -0.18 0.18 0.09 0.07
C -1.26457 1.84860 -5.54611 1.46 0.32 -3.71 -0.31
C -0.05149 2.57779 -5.33154 -0.60 -1.20 -2.66 -0.29
C 0.04601 4.03644 -5.30882 0.25 1.00 -0.17 -0.19
C -1.09520 4.77844 -4.60188 0.38 0.98 -0.60 -0.19
C -1.83928 4.07874 -3.51822 -1.48 2.54 2.16 -0.32
C -2.91864 3.15774 -3.57360 -2.08 -0.17 -1.21 -0.34
C -3.53469 2.68058 -4.88490 -0.55 0.19 -0.62 -0.18
C -2.51818 2.49064 -6.05930 -1.37 0.25 0.22 -0.16
H 0.09711 4.43975 -6.30951 0.06 0.02 -0.61 0.13
H -1.84399 5.08620 -5.31966 0.04 0.43 -0.36 0.11
H 1.01981 4.29394 -4.88965 -0.06 0.12 0.33 0.12
H -2.33249 3.45635 -6.55330 0.08 -0.45 0.08 0.11
H -1.09870 0.84234 -5.96176 -0.05 0.31 0.50 0.14
H 0.87302 2.07590 -5.64216 -0.32 -0.01 0.44 0.14
H -2.99158 1.81044 -6.79203 0.26 0.51 0.24 0.13
H -4.03057 1.68200 -4.75989 0.00 1.10 0.13 0.11
H -3.64314 3.13298 -2.74278 0.63 0.14 -0.34 0.09
H -4.24459 3.49228 -5.14455 -0.19 -0.85 -0.21 0.13
H -0.60859 5.66292 -4.17730 -0.50 0.05 -0.09 0.12
H -2.03115 4.79219 -2.67935 0.75 -0.95 -0.08 0.13
P 0.18939 -0.42109 -2.47794 -0.29 0.98 -0.09 0.96
P -2.37939 0.88911 -0.95944 0.64 0.17 -0.86 0.86
C -1.51887 -0.28010 -3.33169 0.29 -0.34 0.17 -0.45
C -2.77654 -0.16586 -2.46968 -0.10 0.36 0.21 -0.37
H -1.53859 -1.17789 -3.95914 -0.15 -0.17 0.24 0.07
H -1.51919 0.47921 -4.13926 -0.30 -0.63 0.01 0.00
H -3.59738 0.27434 -3.05582 0.14 -0.21 0.16 0.07
H -3.06935 -1.16270 -2.12383 -0.04 0.21 -0.08 0.07
C -2.61028 -0.44589 0.20453 0.14 -0.33 0.67 -0.29
H -2.59390 -0.03492 1.21079 -0.10 -0.27 0.18 0.02
H -1.81901 -1.18790 0.07571 -0.14 -0.07 0.03 0.02
H -3.57946 -0.90263 -0.01014 0.04 -0.10 0.28 0.07
C -3.75088 1.99534 -0.41341 0.40 -0.09 -0.68 -0.27
H -4.65837 1.78792 -0.96643 -0.41 0.03 0.16 0.05
H -3.45868 3.03495 -0.55069 -0.10 0.04 -0.06 0.02
H -3.86097 1.81733 0.64697 -0.35 -0.05 0.21 0.03
C 1.11457 -1.20979 -3.84733 -0.32 -0.42 0.23 -0.27
H 2.15368 -1.29224 -3.49990 -0.18 -0.07 -0.33 0.05
H 1.04352 -0.60288 -4.76025 0.13 -0.32 0.11 0.05
H 0.65485 -2.19289 -3.97898 0.32 0.04 -0.25 0.03
C 0.95986 1.25786 -2.94060 0.09 1.12 0.66 -0.36
H 1.12974 2.00638 -2.13574 -0.63 -0.59 -0.30 0.02
H 0.50623 1.81406 -3.85916 2.27 -1.07 0.91 -0.03
H 1.97300 1.08535 -3.30716 -0.14 -0.13 -0.27 0.06
O -1.25705 -3.20844 -3.62525 -0.05 0.07 0.71 -0.03
C -1.24315 -3.61827 -2.45702 0.02 -0.10 -0.08 -0.50
C -1.48835 -5.08405 -2.12640 -0.09 0.11 -0.57 -0.11
C -1.22835 -5.16719 -0.65694 -0.04 -0.22 0.22 -0.11
C -0.95513 -3.72079 -0.25882 0.19 -0.42 0.51 -0.50
O -0.69481 -3.44990 0.92571 -0.14 0.57 -0.90 -0.03
N -0.99774 -2.87380 -1.32988 0.01 -0.28 -0.17 0.11
H -2.52412 -5.32002 -2.37665 0.12 -0.09 -0.22 0.12
H -0.81183 -5.69365 -2.72508 -0.21 -0.05 -0.12 0.12
H -2.09034 -5.55879 -0.11130 0.26 0.06 0.20 0.12
H -0.35256 -5.78532 -0.44074 -0.15 0.12 0.26 0.12
```
Positions in Å, forces in eV/Å.


Q: The lowest molar mass belongs to which entry?
A: C28H47NO2P2Ru